one) 26
Properties=species:S:1:pos:R:3:lowdin_charge:R:1 method="wB97M-V/def2-TZVPD" lumo_energy_ev=-2.9 total_charge=+1
C -0.7322 0.8993 0.5948 -0.12
C -0.5127 -0.4916 -0.0138 -0.38
C 0.6161 -0.4761 -1.0518 -0.06
C -1.8206 -0.9304 -0.6767 -0.24
C -1.7717 -2.3235 -1.2693 -0.09
N 0.5455 1.5385 1.0855 0.17
H -1.1123 1.5893 -0.1633 0.14
H -1.4216 0.8262 1.4329 0.13
H -0.1894 -1.1592 0.7951 0.13
H 0.9594 -1.4762 -1.2898 0.09
H 1.5632 -0.0422 -0.7050 0.07
H 0.2886 0.1077 -1.9118 0.10
H -2.0272 -0.1985 -1.4796 0.12
H -2.6762 -0.6411 -0.0517 0.12
H -1.5338 -3.0699 -0.4988 0.08
H -1.0386 -2.5616 -2.0291 0.07
H -2.8044 -2.6184 -1.4916 0.08
H 0.2517 2.2807 1.7210 0.16
H 1.0535 2.0525 0.3331 0.09
H 1.1680 0.9002 1.5935 0.11
H 1.7380 3.5014 -1.5424 0.09
H 2.6667 2.2629 -1.3027 0.07
O 1.8798 2.7063 -1.0026 -0.03
H 0.8590 -1.0504 3.1350 0.05
H 2.4327 -0.9167 3.1012 0.05
O 1.6184 -0.7093 2.6878 -0.01

two) 26
Properties=species:S:1:pos:R:3:lowdin_charge:R:1 method="wB97M-V/def2-TZVPD" lumo_energy_ev=-3.2 total_charge=+1
C -0.4469 -0.0662 -1.1566 -0.12
C 0.5321 -0.0566 0.0419 -0.21
C 0.9059 -1.4728 0.4198 -0.18
C 2.4938 -1.6354 0.2494 -0.23
C 3.4055 -0.4803 0.7531 -0.09
N -1.9011 0.2272 -0.6170 0.11
H -0.4966 -0.9800 -1.8304 0.14
H -0.3576 0.7558 -1.9957 0.14
H 1.3334 0.6537 -0.1133 0.08
H 0.0222 0.5401 0.7740 0.10
H 0.5481 -1.6495 1.4046 0.10
H 0.4743 -2.2277 -0.2474 0.11
H 2.5889 -2.5496 0.7657 0.08
H 2.7478 -1.9479 -0.8121 0.12
H 3.1757 0.5496 0.0919 0.12
H 4.4385 -0.6928 0.5193 0.06
H 3.1679 -0.3177 1.7596 0.05
H -2.1776 1.2412 -0.6738 0.07
H -2.4889 -0.3255 -1.2564 0.16
H -1.9736 -0.0688 0.4027 0.13
H -4.2719 0.9226 1.2983 0.07
H -3.2539 0.6992 2.4937 0.12
O -3.6330 0.2395 1.6337 -0.11
H -1.3318 3.2379 -0.7335 0.07
H -1.9584 2.9121 -1.9461 0.08
O -1.5425 2.4917 -1.2255 0.03

three) 26
Properties=species:S:1:pos:R:3:lowdin_charge:R:1 method="wB97M-V/def2-TZVPD" lumo_energy_ev=-8.7 total_charge=+1
C 0.0184 -2.5777 1.3666 0.07
C 1.0022 -1.6897 0.4671 -0.34
C 1.6790 -0.5697 1.3685 -0.10
C 1.5844 0.8677 0.9123 -0.24
C 2.4937 1.1679 -0.2841 -0.07
N 0.2715 -1.1863 -0.5465 0.32
H -0.6808 -1.8805 1.7589 0.07
H -0.5539 -3.2693 0.7615 0.10
H 0.5317 -3.1016 2.1645 0.12
H 1.8067 -2.3473 0.1200 0.16
H 2.7314 -0.8652 1.4405 0.15
H 1.2972 -0.6733 2.3805 0.12
H 1.6135 1.5608 1.7533 0.13
H 0.5858 1.1450 0.5625 0.09
H 2.4159 0.3543 -1.0156 0.07
H 3.5225 1.4024 -0.0551 0.08
H 2.0458 1.9984 -0.8162 0.08
H -2.4312 4.5713 -5.7192 0.00
H -1.7160 4.7387 -5.6158 0.00
H 0.4625 -1.7004 -1.4199 0.17
H -0.8712 -0.4775 -0.0933 -0.07
H -2.4362 -0.0734 0.1898 0.04
O -1.5225 -0.0478 0.5307 -0.01
H -4.8981 1.0272 0.6461 0.05
H -4.4459 1.1172 -0.7988 0.05
O -4.5063 0.5088 -0.0583 -0.04

So which one wins? Going from most stable to least: one), two), three).

one) 17
Properties=species:S:1:pos:R:3:lowdin_charge:R:1 method="wB97M-V/def2-TZVPD" lumo_energy_ev=0.7 total_charge=0
C 1.1690 0.1068 -0.1352 -0.26
C 0.2651 -1.1971 0.0745 -0.20
C -0.9354 -1.0023 0.6710 -0.17
C -1.5928 0.1670 1.0418 -0.05
C -1.0138 1.2236 0.1858 -0.41
C 0.4381 1.2704 0.6667 -0.11
H 0.6255 0.0794 -2.1962 0.06
H 1.9443 -0.5621 -2.1038 0.03
H 2.1055 -0.0294 0.5186 0.14
H 0.1109 -1.6122 -0.8950 0.11
H 0.9673 -1.9355 0.7020 0.17
H -1.5725 -1.8998 0.6715 0.12
H -2.7760 0.1235 0.9318 0.14
H -1.2814 1.2103 -0.9582 0.19
H 0.6134 1.4621 1.9423 0.22
N 1.4775 0.1553 -1.6326 0.03
O -0.5447 2.4401 0.5148 -0.02

two) 17
Properties=species:S:1:pos:R:3:lowdin_charge:R:1 method="wB97M-V/def2-TZVPD" lumo_energy_ev=0.8 total_charge=0
C -1.7229 -0.6777 -0.0758 -0.13
C -0.2773 -0.2917 -0.0755 -0.49
C 0.8324 -1.1317 -0.6989 -0.06
C 1.6642 -0.2585 0.4785 -0.17
C 1.4873 1.2112 -0.0868 -0.11
C 0.2959 1.2523 -0.5369 -0.05
H -2.9879 1.0115 0.2732 0.12
H -2.0976 -0.7145 -1.2081 0.16
H -1.9799 -1.5643 0.5721 0.14
H 1.4399 -1.3061 -1.7364 0.15
H 0.8438 -2.2099 -0.2727 0.11
H 2.3213 -0.9045 1.0236 0.11
H 0.0554 0.6939 1.7720 0.17
H 2.0462 2.3002 -0.0690 0.15
H -0.2382 2.1360 -0.8642 0.10
N 0.3498 -0.2631 1.2591 -0.01
O -2.0324 0.7171 0.2458 -0.16

So which one wins? Going from most stable to least: two), one).

one) 17
Properties=species:S:1:pos:R:3:lowdin_charge:R:1 method="wB97M-V/def2-TZVPD" lumo_energy_ev=0.8 total_charge=0
C 1.0630 0.5617 0.5927 -0.39
C -0.0156 -0.3944 0.7524 -0.20
C -0.7833 -0.0740 -0.6239 -0.40
N -1.5795 1.0501 -0.6571 0.09
C 1.9648 0.6433 -0.4135 0.07
C -0.2760 -1.4610 1.4922 0.09
C -0.9030 -1.0651 -1.5237 0.01
O 1.1044 1.4337 1.6712 0.03
H 1.7287 2.1429 1.4506 0.10
H -1.7420 1.4538 0.2615 0.10
H -2.4307 0.9409 -1.1956 0.10
H 2.7870 1.3482 -0.3781 0.06
H 1.9269 -0.0093 -1.2774 0.06
H -1.1278 -2.0817 1.2076 0.08
H 0.1696 -1.5462 2.4802 0.08
H -0.2355 -1.9182 -1.5325 0.06
H -1.6510 -1.0246 -2.3065 0.05

two) 17
Properties=species:S:1:pos:R:3:lowdin_charge:R:1 method="wB97M-V/def2-TZVPD" lumo_energy_ev=0.8 total_charge=0
C 1.7721 -0.7579 0.0442 -0.10
C 0.3702 -0.0040 0.1013 -0.33
C -0.0705 1.2169 -0.1337 -0.02
C -1.5777 0.9032 -0.1542 -0.15
C -1.4846 0.0145 1.0512 -0.16
C -0.7294 -0.9687 0.1261 -0.36
H 2.8372 0.6179 -0.8223 0.05
H 1.6108 -1.2393 -1.2831 0.22
H 1.8615 -1.5405 0.8608 0.11
H 0.4739 2.0921 -0.4299 0.11
H -2.1627 1.8061 -0.2313 0.12
H -2.3938 -0.6699 1.3474 0.13
H -0.8835 0.1573 1.9462 0.11
H -0.6694 -2.1978 0.0811 0.20
H -2.4689 -0.8807 -0.7485 0.12
N -1.4524 -0.5233 -1.1010 0.06
O 2.7852 0.3867 0.0971 -0.12

three) 17
Properties=species:S:1:pos:R:3:lowdin_charge:R:1 method="wB97M-V/def2-TZVPD" lumo_energy_ev=0.9 total_charge=0
C 0.3733 1.4021 0.0343 -0.14
C 1.0479 0.2213 0.5332 -0.31
C -0.1126 -0.5539 1.2869 -0.04
C -1.0828 -0.7558 0.0212 -0.54
C -0.7514 0.8136 -0.7938 -0.14
C -0.3020 -0.7287 -1.1205 -0.16
H -0.0828 1.8107 0.8443 0.09
H 1.0637 1.9331 -0.7923 0.19
H 1.9412 0.4601 1.0188 0.11
H -0.6567 0.1100 2.1538 0.17
H 0.1834 -1.5524 1.6995 0.10
H -1.4242 -1.9254 0.2001 0.18
H -1.3022 1.4991 -1.4092 0.14
H -0.3648 -1.1755 -2.0898 0.14
H 2.1740 -1.2958 -0.7770 0.21
N 1.1836 -0.5299 -0.8546 -0.02
O -1.8878 0.2674 0.0451 0.01

four) 17
Properties=species:S:1:pos:R:3:lowdin_charge:R:1 method="wB97M-V/def2-TZVPD" lumo_energy_ev=0.8 total_charge=0
C 0.4165 -0.3741 1.4049 -0.24
C 0.6320 1.3013 -0.0614 -0.20
C -0.0373 -0.0331 -1.5533 -0.35
C -0.2482 -1.3726 -0.8353 -0.09
C -0.6789 -0.6123 0.3885 -0.30
C -0.8481 0.6918 -0.4098 -0.06
H -0.1841 -0.2204 2.3888 0.16
H 1.0728 -1.2387 1.3339 0.11
H 1.0417 1.3509 1.8192 0.09
H 0.8489 2.4021 -0.2130 0.16
H -0.2571 0.2354 -2.6371 0.16
H -1.1000 -1.8538 -1.3419 0.12
H 0.5423 -2.0426 -0.5004 0.11
H -1.6649 -1.1758 0.7909 0.18
H -1.7179 1.4755 -0.2701 0.16
N 1.1428 0.7170 1.1127 0.01
O 1.0395 0.7493 -1.4167 -0.05

So which one wins? Going from most stable to least: one), four), three), two).

one) 17
Properties=species:S:1:pos:R:3:lowdin_charge:R:1 method="wB97M-V/def2-TZVPD" lumo_energy_ev=0.9 total_charge=0
C -1.1369 -1.9937 0.2747 -0.06
C -0.7009 -1.8499 -1.0213 -0.06
N -0.1709 -0.4872 -1.1935 0.10
C -0.5148 0.2232 -0.0574 -0.38
C -1.1192 -0.6263 0.8051 -0.07
C 0.2274 2.3362 -0.8282 0.01
C -0.0873 1.5491 0.1644 -0.16
H -1.2818 -2.8080 0.9484 0.08
H -0.8015 -2.4518 -1.8067 0.05
H 0.3236 -0.1495 -1.9943 0.13
H -1.3820 -0.3642 1.7959 0.09
H 0.1765 2.1851 -1.8648 0.05
H 0.6350 3.2936 -0.5782 0.05
H -0.2349 2.0020 1.2669 0.17
H 1.4241 -0.0065 1.7159 -0.01
H 2.4383 -0.8630 1.1368 0.00
O 2.2056 0.0107 1.2363 0.02

two) 17
Properties=species:S:1:pos:R:3:lowdin_charge:R:1 method="wB97M-V/def2-TZVPD" lumo_energy_ev=0.9 total_charge=0
C 0.0823 1.1154 2.0667 -0.04
C -0.1401 0.4908 0.6933 -0.24
C 0.6615 0.5153 -0.3497 -0.03
C 0.4068 -0.5656 -1.2494 -0.29
C -0.5397 -1.4650 -0.4781 -0.12
C -1.2329 -0.5772 0.5679 -0.13
H 0.6975 0.6892 2.9010 0.10
H 0.3748 2.1179 1.9483 0.05
H -0.9039 0.9495 2.5523 0.07
H 1.3605 1.2759 -0.4756 0.10
H 0.1115 -2.2915 -0.1066 0.13
H -1.3176 -1.9228 -1.1082 0.11
H -1.6942 -0.9830 1.4727 0.11
H -2.1085 -0.1348 0.0898 0.12
H 1.6359 0.7223 -3.5580 0.10
N 1.0073 -0.6121 -2.3917 0.05
O 1.5987 0.6759 -2.5746 -0.12

three) 17
Properties=species:S:1:pos:R:3:lowdin_charge:R:1 method="wB97M-V/def2-TZVPD" lumo_energy_ev="0.3 / 0.3" total_charge=0
C -1.6918 1.2972 0.0908 -0.13
C -0.3847 1.5410 0.0013 0.03
C -2.0023 -0.0829 0.0573 -0.04
C 0.3714 -0.0783 -0.1086 -0.38
C 1.1195 -0.2427 1.2330 -0.03
C 1.2401 -0.5526 -1.2671 -0.04
N -0.9036 -0.8133 -0.1636 -0.26
O -0.9472 -2.0262 -0.2847 -0.02
H -2.3773 2.1709 0.3380 0.13
H 0.1366 2.4289 -0.2436 0.07
H -2.9515 -0.5411 0.3120 0.13
H 0.6207 0.3616 1.9346 0.05
H 2.2205 0.0321 1.2633 0.11
H 1.1718 -1.3336 1.4269 0.09
H 1.4543 -1.6234 -1.1050 0.09
H 2.2933 -0.1911 -1.2978 0.09
H 0.6302 -0.3464 -2.1867 0.10

four) 17
Properties=species:S:1:pos:R:3:lowdin_charge:R:1 method="wB97M-V/def2-TZVPD" lumo_energy_ev="-0.1 / 0.0" total_charge=0
C 1.4801 0.9349 -1.0591 -0.04
C 0.5545 0.7090 0.1224 -0.41
C 0.2851 -1.0776 0.4228 -0.22
N -2.3696 0.9384 0.3601 0.11
C -1.0648 -1.1467 0.2120 -0.07
C -1.5130 0.0970 -0.2944 -0.24
C 1.3345 -1.7668 0.8655 0.03
O 0.5305 1.4674 1.0652 0.03
H -2.2340 1.0166 1.3576 0.11
H -2.7679 1.7407 -0.0985 0.10
H -1.6575 -2.0569 0.2234 0.10
H -1.4731 0.2223 -1.3714 0.13
H 1.4709 1.9902 -1.3365 0.08
H 1.2257 0.2937 -1.9025 0.08
H 2.5006 0.7062 -0.7464 0.08
H 2.1932 -2.0560 0.2723 0.06
H 1.5048 -2.0124 1.9074 0.07

So which one wins? Going from most stable to least: one), two), three), four).